Below is C24H24ClN8NaO4 as an isolated structure, with properties calculated with ωB97M-V/def2-TZVPD.

```
! RIJCOSX wB97M-V def2-TZVPD def2/J DEFGRID3
* xyz -2 1
Cl -4.309 0.087 -0.208
Na -0.706 -0.337 0.068
O -5.184 0.251 -1.346
O -4.345 -1.286 0.252
O -4.721 0.967 0.865
O -2.947 0.421 -0.602
N 2.404 0.516 -0.953
N -0.373 0.435 -2.633
N 0.076 -2.463 0.239
N 0.389 2.368 2.145
N -1.182 0.586 2.206
N 0.961 1.692 1.159
N -2.957 0.703 3.740
N 1.779 2.177 -6.538
C 0.300 1.140 -3.529
C 3.889 0.769 -2.832
C -1.549 4.239 5.440
C 0.908 -3.086 1.207
C -2.511 1.895 4.313
C 2.515 1.847 -0.672
C -0.739 -1.255 -4.282
C -1.311 2.444 3.821
C 4.012 2.140 -2.555
C -0.845 3.622 4.414
C -0.052 -0.514 -5.222
C 1.206 1.524 -5.785
C -2.740 3.693 5.900
C 0.976 -4.630 1.034
C 0.479 0.713 -4.843
C 0.445 -2.802 2.663
C 1.794 2.406 0.417
C 2.330 -2.523 1.046
C 3.076 0.026 -1.982
C -3.217 2.513 5.333
C -0.887 -0.737 -3.003
C 3.343 2.674 -1.483
C -2.271 0.138 2.690
C -0.647 1.780 2.712
H -0.029 -5.050 1.136
H 1.636 -5.111 1.774
H 0.088 -0.874 -6.233
H 2.740 -2.816 0.075
H -4.146 2.071 5.679
H 2.986 -2.903 1.838
H 1.339 -4.855 0.029
H -2.720 -0.761 2.278
H 4.636 2.770 -3.179
H 0.077 4.042 4.034
H -3.297 4.173 6.695
H 2.303 -1.431 1.085
H 1.906 3.475 0.608
H 2.950 -1.044 -2.147
H 0.745 2.072 -3.193
H -1.432 -1.289 -2.246
H -1.154 -2.222 -4.528
H 4.396 0.307 -3.669
H 0.468 -1.725 2.840
H -1.168 5.154 5.879
H 1.074 -3.306 3.411
H 3.435 3.728 -1.244
H -0.587 -3.146 2.787
H -3.922 0.444 3.854
*
```

Calculated values
orbital gap (alpha / beta)	4.8216 / 3.6289	eV
HOMO energy (alpha / beta)	-0.032 / 0.012	hartree
max |F|	0.010	Eh/bohr
energy	-2290.1835	hartree
energy relative to the best compared isomer or geometry (same formula, charge and spin)	42.9	kcal per mole